Entry 1:
The following is a quantum chemistry calculation of a molecular structure, C2H2FGaLiO2 at a distorted geometry, from the Open Molecules 2025 dataset.

Last column: Löwdin charge in e.
Geometry (Å):
H1 0.79293 -0.82226 -1.12820  0.332
O1 -0.28590 -0.87407 1.53576  0.330
C1 0.16993 -1.04893 0.40885  -0.224
C2 0.47450 0.17164 -0.41739  -0.080
O2 -0.47985 1.10252 -0.27705  -0.184
Li1 -1.35441 0.71576 1.62178  0.892
Ga1 -0.63558 2.43870 -1.21253  1.439
F1 -0.19544 -2.22379 -0.16716  0.287
H2 1.51382 0.54044 -0.36405  0.207

Computed properties:
Energy above the lowest of the compared OMol25 structures with the same formula, charge and spin = 34.0 kcal per mole
HOMO (alpha / beta) = -27.61 / -26.55 eV
Gap between HOMO and LUMO (alpha / beta) = 0.3223 / 0.2425 hartree
Charge = +3
2S+1 = 1


Entry 2:
The following is a quantum chemistry calculation of 12 unconnected molecules or ions with the total composition C68H171N11O23 at a distorted geometry, from the Open Molecules 2025 dataset.

Last column: Löwdin charge in e.
Geometry (Å):
C1 -2.11475 -4.90031 -2.24027  -0.108
O1 -3.36525 -4.36638 -2.57578  -0.163
C2 -4.03186 -3.62780 -1.58814  -0.228
C3 -5.50911 -3.83892 -1.78323  -0.220
N1 -6.43978 -2.96163 -1.11057  -0.050
C4 -6.33234 -3.13675 0.34817  -0.176
C5 -6.98301 -4.46429 0.81518  -0.204
O2 -6.04309 -5.52739 0.81565  -0.215
C6 -6.49111 -6.61449 1.57088  -0.118
H1 -1.60892 -5.47489 -3.01621  0.089
H2 -2.09217 -5.51959 -1.34356  0.084
H3 -1.39140 -4.10433 -2.06339  0.062
H4 -3.89521 -2.55256 -1.70347  0.121
H5 -3.62163 -3.91534 -0.62009  0.111
H6 -5.68998 -4.88392 -1.53152  0.112
H7 -5.64457 -3.66210 -2.85023  0.128
H8 -7.39025 -3.11771 -1.41443  0.103
H9 -6.92360 -2.36909 0.84739  0.097
H10 -5.32843 -2.96668 0.73718  0.099
H11 -7.86478 -4.75136 0.24231  0.126
H12 -7.30514 -4.20877 1.82465  0.113
H13 -6.76117 -6.36093 2.59600  0.092
H14 -5.68831 -7.34643 1.65969  0.075
H15 -7.36723 -7.04263 1.08384  0.090
C7 0.30997 7.26775 -6.18605  -0.114
O3 -0.28909 6.38669 -5.26537  -0.206
C8 0.18297 6.43929 -3.90416  -0.187
C9 -0.66116 5.45031 -3.06281  -0.176
N2 -0.60265 4.09150 -3.60334  -0.065
C10 -1.35425 3.09549 -2.97875  -0.245
C11 -1.43604 1.94303 -3.95962  -0.234
O4 -2.25005 2.30630 -5.06790  -0.178
C12 -2.28133 1.21544 -6.02585  -0.084
H16 -0.18022 7.07696 -7.14072  0.091
H17 1.39899 7.23536 -6.21912  0.085
H18 0.08215 8.29496 -5.90136  0.079
H19 0.11839 7.46613 -3.54425  0.119
H20 1.22173 6.10913 -3.89569  0.092
H21 -1.63857 5.92594 -3.14374  0.112
H22 -0.40646 5.35099 -2.00765  0.117
H23 -0.79851 4.11575 -4.59388  0.107
H24 -2.32995 3.44587 -2.64210  0.119
H25 -0.93955 2.87936 -1.99416  0.097
H26 -1.79289 1.04774 -3.45048  0.112
H27 -0.44116 1.69407 -4.32884  0.120
H28 -2.80898 1.46746 -6.94573  0.086
H29 -2.63395 0.28263 -5.58581  0.083
H30 -1.26045 0.96786 -6.31675  0.078
C13 -4.66118 2.64841 3.99980  -0.068
O5 -4.68148 4.08606 3.79262  -0.183
C14 -5.96368 4.62682 3.65222  -0.216
C15 -5.82226 6.14219 3.29213  -0.229
N3 -5.50473 6.93514 4.44619  -0.054
C16 -5.16779 8.28490 4.02271  -0.220
C17 -4.88070 9.32522 5.11641  -0.209
O6 -5.91510 9.54926 6.05947  -0.203
C18 -7.14456 10.05289 5.55380  -0.101
H31 -4.96568 2.38389 5.01243  0.078
H32 -3.69570 2.19311 3.77921  0.073
H33 -5.33640 2.13890 3.31236  0.053
H34 -6.62619 4.59965 4.51734  0.112
H35 -6.47169 4.13922 2.82020  0.109
H36 -6.79102 6.46483 2.91068  0.116
H37 -5.12115 6.21535 2.46075  0.115
H38 -4.69497 6.42555 4.76978  0.109
H39 -5.96013 8.64242 3.36509  0.109
H40 -4.25407 8.17740 3.43819  0.116
H41 -4.56085 10.29731 4.74112  0.118
H42 -4.04619 8.91631 5.68604  0.118
H43 -7.03027 11.03843 5.10242  0.083
H44 -7.69830 10.11122 6.49086  0.092
H45 -7.58786 9.37779 4.82180  0.077
C19 7.54395 0.11585 -0.61368  -0.094
O7 7.05273 0.79325 -1.75688  -0.228
C20 7.77035 0.65980 -2.94160  -0.225
C21 6.76954 0.53735 -4.08818  -0.205
N4 7.30329 0.75783 -5.41948  -0.076
C22 8.36739 -0.17036 -5.87413  -0.195
C23 8.77694 0.01625 -7.33491  -0.195
O8 9.97345 -0.78077 -7.59720  -0.192
C24 10.25503 -0.82181 -8.97026  -0.135
H46 6.97892 0.29850 0.30036  0.080
H47 8.54443 0.45734 -0.34810  0.087
H48 7.53085 -0.96316 -0.76756  0.088
H49 8.45089 -0.19060 -2.89937  0.115
H50 8.46061 1.50334 -2.95070  0.131
H51 6.02140 1.31213 -3.92055  0.096
H52 6.26018 -0.42520 -4.04179  0.114
H53 6.52975 0.67048 -6.06300  0.103
H54 7.96795 -1.17288 -5.72079  0.117
H55 9.20116 0.03964 -5.20418  0.118
H56 9.00715 1.07322 -7.46871  0.122
H57 7.92894 -0.23965 -7.97013  0.118
H58 10.49963 0.20249 -9.25144  0.087
H59 9.45353 -1.19524 -9.60762  0.082
H60 11.07049 -1.53601 -9.08450  0.089
C25 -8.05929 2.81566 6.33809  -0.125
O9 -8.52796 2.46920 5.02333  -0.193
C26 -8.18780 1.05187 4.77176  -0.185
C27 -8.57348 0.68301 3.32315  -0.187
N5 -7.65861 1.24860 2.30785  -0.050
C28 -8.13426 1.00467 0.92104  -0.185
C29 -9.26369 1.94816 0.41284  -0.213
O10 -8.76544 3.27547 0.51750  -0.202
C30 -9.67115 4.28838 0.01181  -0.085
H61 -8.32187 3.85177 6.55170  0.086
H62 -6.98253 2.74538 6.49216  0.074
H63 -8.57093 2.23161 7.10308  0.082
H64 -8.76854 0.42493 5.44836  0.110
H65 -7.16707 0.78196 5.04263  0.111
H66 -9.59354 1.00321 3.11089  0.112
H67 -8.46309 -0.40024 3.27328  0.113
H68 -7.72249 2.25344 2.38742  0.072
H69 -8.39074 -0.04999 0.82100  0.109
H70 -7.27141 1.19473 0.28271  0.101
H71 -10.17163 1.78981 0.99479  0.110
H72 -9.51701 1.75652 -0.62984  0.118
H73 -10.60996 4.29162 0.56563  0.085
H74 -9.82227 4.22403 -1.06575  0.082
H75 -9.28767 5.30512 0.09710  0.080
C31 8.28000 8.71155 -0.04464  -0.100
O11 8.39386 7.50272 -0.83835  -0.182
C32 8.49999 6.33613 0.01210  -0.228
C33 8.81574 5.08612 -0.85478  -0.213
N6 7.78398 4.77039 -1.83459  -0.042
C34 6.68040 4.02104 -1.16518  -0.159
C35 5.54325 3.64326 -2.17717  -0.185
O12 4.55390 4.66330 -2.27651  -0.158
C36 3.52230 4.24965 -3.04315  -0.160
H76 9.19893 9.01387 0.45762  0.080
H77 7.42340 8.63520 0.62508  0.085
H78 8.16329 9.60456 -0.65865  0.079
H79 7.72879 6.17424 0.76519  0.110
H80 9.36934 6.39904 0.66661  0.108
H81 9.16143 4.25899 -0.23474  0.116
H82 9.73038 5.43475 -1.33436  0.109
H83 7.43692 5.60198 -2.29080  0.105
H84 6.22805 4.50791 -0.30122  0.108
H85 7.13786 3.15286 -0.69073  0.096
H86 5.01608 2.74480 -1.85630  0.090
H87 5.86731 3.32005 -3.16643  0.109
H88 3.73326 4.10432 -4.10261  0.099
H89 2.65588 4.91037 -3.01383  0.066
H90 3.06988 3.34940 -2.62725  0.071
C37 1.97710 -1.25946 6.46576  -0.124
O13 1.31906 -0.85273 5.31597  -0.195
C38 2.02618 -1.28373 4.12379  -0.173
C39 1.19212 -1.08177 2.82213  -0.154
N7 0.98640 0.31275 2.40234  -0.040
C40 0.12808 1.02137 3.35510  -0.184
C41 -0.37572 2.39872 2.86726  -0.202
O14 -1.01998 2.37032 1.62392  -0.236
C42 -1.53742 3.62839 1.22813  -0.088
H91 2.91007 -0.70362 6.55900  0.080
H92 2.14874 -2.32433 6.30864  0.085
H93 1.39500 -1.04890 7.36294  0.092
H94 2.29203 -2.33807 4.19982  0.102
H95 2.98102 -0.77836 3.97898  0.105
H96 0.22794 -1.57324 2.95213  0.104
H97 1.75652 -1.54589 2.01334  0.094
H98 0.44604 0.22817 1.55325  0.056
H99 0.62863 1.26317 4.29270  0.121
H100 -0.78195 0.48118 3.61614  0.109
H101 0.51466 2.99998 2.68337  0.112
H102 -1.07715 2.79358 3.60223  0.123
H103 -0.72265 4.32672 1.03688  0.089
H104 -2.22032 4.07656 1.94986  0.082
H105 -2.11633 3.51821 0.31116  0.078
C43 1.23663 -9.81458 -6.99703  -0.120
O15 1.71322 -8.50845 -7.27014  -0.186
C44 0.78652 -7.72228 -8.05426  -0.239
C45 1.35877 -6.41879 -8.57826  -0.189
N8 2.06662 -5.59945 -7.55788  -0.066
C46 1.17348 -5.14779 -6.53296  -0.209
C47 1.88877 -4.11596 -5.54812  -0.207
O16 0.90511 -3.46093 -4.77685  -0.191
C48 1.49122 -2.52858 -3.86331  -0.103
H106 0.22620 -9.93389 -6.60600  0.085
H107 1.87426 -10.21554 -6.20914  0.085
H108 1.34825 -10.42279 -7.89464  0.085
H109 -0.13267 -7.58548 -7.48463  0.111
H110 0.42056 -8.23422 -8.94426  0.115
H111 0.54482 -5.87768 -9.06074  0.119
H112 2.00887 -6.71797 -9.40043  0.112
H113 2.77416 -6.16313 -7.10871  0.104
H114 0.73343 -6.00070 -6.01624  0.109
H115 0.33927 -4.58452 -6.95119  0.119
H116 2.57759 -3.43349 -6.04598  0.117
H117 2.50277 -4.73419 -4.89323  0.111
H118 0.69046 -2.05769 -3.29309  0.077
H119 2.18867 -1.79742 -4.27205  0.089
H120 1.97112 -3.09093 -3.06233  0.068
C49 -4.37963 0.40066 1.30501  -0.125
O17 -3.60242 -0.36175 0.41732  -0.186
C50 -2.19601 0.03436 0.41862  -0.174
C51 -1.29837 -1.02182 -0.22647  -0.186
N9 0.12170 -0.74538 -0.18535  -0.030
C52 0.51596 0.46399 -0.92647  -0.175
C53 2.04186 0.63551 -0.95780  -0.167
O18 2.64201 -0.41338 -1.75098  -0.198
C54 3.99797 -0.10605 -1.87440  -0.134
H121 -4.34518 0.11460 2.35624  0.080
H122 -5.42815 0.26047 1.04222  0.060
H123 -4.20777 1.46675 1.15666  0.092
H124 -1.86128 0.20479 1.44185  0.098
H125 -2.09048 0.97401 -0.12363  0.107
H126 -1.72422 -1.19260 -1.21520  0.111
H127 -1.41232 -1.98649 0.26804  0.100
H128 0.73215 -1.48138 -0.51054  0.092
H129 0.02337 1.37322 -0.58186  0.094
H130 0.19840 0.49904 -1.96860  0.104
H131 2.49368 0.49508 0.02415  0.108
H132 2.25638 1.64507 -1.30833  0.112
H133 4.45849 -1.01668 -2.25753  0.090
H134 4.49271 0.17742 -0.94544  0.082
H135 4.08668 0.66350 -2.64123  0.079
C55 6.70808 -1.58731 5.80866  -0.088
O19 6.44995 -1.64066 4.37874  -0.226
C56 5.56135 -2.72465 3.97808  -0.176
C57 5.45414 -2.53930 2.43578  -0.194
N10 4.54786 -3.52901 1.90493  -0.073
C58 4.18242 -3.23268 0.53904  -0.210
C59 2.99483 -4.11962 0.16532  -0.195
O20 1.79140 -3.51632 0.68078  -0.209
C60 0.63673 -4.15211 0.17998  -0.109
H136 7.48359 -0.85659 6.03829  0.086
H137 7.12693 -2.54013 6.13239  0.075
H138 5.76449 -1.48792 6.34520  0.074
H139 4.61798 -2.59946 4.50958  0.093
H140 5.96878 -3.68696 4.28802  0.121
H141 6.46333 -2.65882 2.04163  0.124
H142 5.02622 -1.57311 2.16845  0.103
H143 3.67245 -3.48654 2.40689  0.094
H144 5.05319 -3.55262 -0.03323  0.126
H145 3.84480 -2.21360 0.35039  0.109
H146 3.11301 -5.13151 0.55289  0.125
H147 3.00847 -4.21075 -0.92078  0.111
H148 0.68360 -5.24080 0.15437  0.093
H149 0.51286 -3.85409 -0.86114  0.066
H150 -0.21669 -3.82874 0.77596  0.078
C61 -0.32886 -8.32437 7.20108  -0.099
O21 -0.58513 -8.16841 5.82556  -0.183
C62 -1.80321 -8.59959 5.36358  -0.272
C63 -2.12611 -8.13243 3.96211  -0.214
N11 -2.57524 -6.74504 3.91102  -0.048
C64 -2.99873 -6.30587 2.56496  -0.169
C65 -3.48610 -4.79657 2.61083  -0.189
O22 -2.29997 -3.98097 2.76887  -0.205
C66 -2.71319 -2.61030 3.02597  -0.079
H151 -1.10891 -7.73495 7.68295  0.084
H152 0.60826 -7.86833 7.52034  0.088
H153 -0.38399 -9.36325 7.52635  0.088
H154 -2.56064 -8.21889 6.04876  0.119
H155 -1.93793 -9.68112 5.37894  0.119
H156 -2.83134 -8.84136 3.52831  0.117
H157 -1.24778 -8.21388 3.32180  0.119
H158 -1.76963 -6.21087 4.20385  0.110
H159 -3.65099 -6.92466 1.94870  0.096
H160 -2.11500 -6.18116 1.93921  0.102
H161 -4.04996 -4.66479 3.53429  0.115
H162 -4.10525 -4.52831 1.75480  0.082
H163 -3.04414 -2.55497 4.06304  0.089
H164 -3.54614 -2.28614 2.40210  0.067
H165 -1.89671 -1.89832 2.90533  0.060
C67 4.77300 1.91384 4.03583  -0.079
C68 4.18042 1.95261 2.63970  -0.334
O23 2.86713 2.41794 2.61965  -0.097
H166 5.81781 1.61285 3.95913  0.069
H167 4.38403 1.12219 4.67622  0.051
H168 4.63673 2.87510 4.53132  0.079
H169 4.18835 1.00560 2.10007  0.097
H170 4.74200 2.74451 2.14408  0.104
H171 2.28033 1.66770 2.49968  0.009

Computed properties:
Energy above the lowest of the compared OMol25 structures with the same formula, charge and spin = 40.2 kcal per mole
Structure (SMILES) = COCCNCCOC.COCCNCCOC.COCCNCCOC.COCCNCCOC.COCCNCCOC.COCCNCCOC.COCCNCCOC.COCCNCCOC.COCCNCCOC.COCCNCCOC.COCCNCCOC.CCO
HOMO = -8.33 eV
Gap between HOMO and LUMO = 0.3268 hartree
Charge = 0
2S+1 = 1